# 1
Formula: C49H57N3NiO3P3S2Si
Source: OMol25
Level of theory: ωB97M-V/def2-TZVPD

Summary:
Frontier orbital gap (alpha / beta) (eV): 4.975 / 4.461
LUMO energy (alpha / beta) (eV): 3.79 / 3.79
<S²>: 0.76
E_HOMO (alpha / beta) (eV): -1.2 / -0.7
E (eV): -160814.8727

The geometry in ORCA input format:
```
! RIJCOSX wB97M-V def2-TZVPD def2/J DEFGRID3
* xyz -2 2
Ni -0.38 -0.67 0.11
C 3.15 0.35 0.28
P 1.73 -0.49 1.13
C 1.41 0.87 2.37
N 2.23 1.04 3.38
C 2.09 2.15 4.15
C 2.94 2.35 5.26
C 2.85 3.49 6.00
C 1.91 4.49 5.66
C 1.06 4.30 4.61
C 1.13 3.12 3.84
N 0.28 2.95 2.80
C 0.37 1.84 2.09
P -0.69 1.65 0.57
C 0.06 3.07 -0.33
C -2.42 2.39 0.88
C -3.06 2.41 -0.51
C -3.21 1.45 1.78
C -2.47 3.81 1.47
C 2.67 -1.90 2.00
C 1.71 -2.60 2.96
C 3.97 -1.54 2.75
C 3.03 -2.86 0.86
H 4.04 0.35 0.91
H 2.87 1.39 0.10
H 3.33 -0.12 -0.68
H 3.66 1.57 5.50
H 3.52 3.64 6.84
H 1.84 5.39 6.25
H 0.31 5.05 4.35
H -0.18 4.02 0.16
H -0.26 3.08 -1.37
H 1.15 2.96 -0.30
H -3.07 1.41 -0.95
H -2.52 3.08 -1.20
H -4.09 2.77 -0.43
H -3.16 0.42 1.41
H -4.27 1.76 1.79
H -2.84 1.46 2.81
H -2.24 4.57 0.71
H -1.77 3.93 2.29
H -3.48 4.01 1.84
H 1.50 -1.97 3.83
H 2.15 -3.54 3.30
H 0.76 -2.81 2.46
H 3.83 -0.67 3.38
H 4.79 -1.35 2.05
H 4.27 -2.38 3.38
H 2.14 -3.20 0.34
H 3.56 -3.73 1.26
H 3.68 -2.37 0.12
C -2.73 -5.60 1.78
C -2.79 -5.33 0.28
O -3.15 -3.97 0.07
P -2.27 -3.04 -0.93
S -3.05 -1.23 -0.90
S -0.33 -3.31 -0.61
O -2.69 -3.80 -2.31
C -2.26 -3.21 -3.53
C -3.45 -2.72 -4.33
H -2.38 -6.61 1.96
H -3.71 -5.47 2.23
H -2.04 -4.89 2.23
H -3.55 -5.96 -0.20
H -1.82 -5.54 -0.17
H -1.71 -3.97 -4.09
H -1.57 -2.39 -3.33
H -4.14 -3.55 -4.54
H -3.11 -2.29 -5.28
H -3.99 -1.96 -3.76
N -1.93 -0.39 9.95
C -1.82 -0.48 8.80
C -1.67 -0.59 7.38
C -1.87 -1.82 6.75
C -1.73 -1.94 5.38
C -1.40 -0.83 4.58
C -1.20 0.40 5.24
C -1.33 0.52 6.61
C -1.22 -0.94 3.18
C -1.06 -1.04 1.96
H -2.14 -2.69 7.35
H -1.87 -2.91 4.91
H -0.93 1.27 4.65
H -1.16 1.47 7.09
O 0.38 -0.32 -1.89
Si 0.65 0.22 -3.33
C -0.62 1.52 -3.93
C -0.28 2.80 -4.39
C -1.25 3.70 -4.80
C -2.59 3.34 -4.78
C -2.95 2.08 -4.32
C -1.98 1.19 -3.90
C 2.35 1.04 -3.67
C 2.87 1.98 -2.77
C 4.07 2.64 -2.99
C 4.80 2.38 -4.14
C 4.32 1.46 -5.06
C 3.11 0.80 -4.83
C 0.66 -1.09 -4.73
C 0.11 -0.85 -5.99
C 0.25 -1.77 -7.03
C 0.95 -2.95 -6.83
C 1.48 -3.22 -5.57
C 1.33 -2.30 -4.54
H 0.77 3.09 -4.43
H -0.96 4.70 -5.13
H -3.35 4.05 -5.10
H -4.00 1.80 -4.29
H -2.27 0.22 -3.50
H 2.29 2.20 -1.88
H 4.44 3.35 -2.25
H 5.74 2.89 -4.32
H 4.88 1.25 -5.97
H 2.75 0.08 -5.56
H -0.43 0.07 -6.17
H -0.18 -1.56 -8.01
H 1.08 -3.66 -7.64
H 2.02 -4.15 -5.40
H 1.73 -2.53 -3.55
*
```


# 2
Formula: C49H58P2PdSi4Te
Source: OMol25
Level of theory: ωB97M-V/def2-TZVPD

Summary:
Frontier orbital gap (alpha / beta) (eV): 5.289 / 5.292
Energy above the lowest of the compared OMol25 structures with the same formula, charge and spin (kJ/mol): 134.7
LUMO energy (alpha / beta) (eV): -1.01 / -1.01
E_HOMO (alpha / beta) (eV): -6.3 / -6.3
E (eV): -112619.0330

The geometry in ORCA input format:
```
! RIJCOSX wB97M-V def2-TZVPD def2/J DEFGRID3
* xyz 0 1
Pd -0.85 0.36 0.24
C 0.30 -1.71 6.83
C 0.24 -0.34 6.62
C 0.18 0.17 5.34
C 0.19 -0.69 4.24
C 0.25 -2.07 4.46
C 0.31 -2.58 5.75
P 0.16 -0.13 2.50
C -0.65 1.51 2.78
C -2.01 1.48 3.06
C -2.70 2.65 3.35
C -2.03 3.86 3.34
C -0.67 3.90 3.06
C 0.02 2.73 2.80
C 1.88 0.28 2.10
C 2.91 0.27 3.00
C 4.23 0.53 2.58
C 4.49 0.75 1.26
C 3.45 0.75 0.30
C 3.74 0.93 -1.08
C 2.73 0.87 -2.00
C 1.39 0.68 -1.58
C 1.08 0.53 -0.26
C 2.12 0.54 0.72
H 0.34 -2.11 7.84
H 0.24 0.34 7.47
H 0.12 1.24 5.19
H 0.24 -2.74 3.61
H 0.34 -3.65 5.90
H -2.54 0.53 3.07
H -3.76 2.61 3.56
H -2.57 4.78 3.54
H -0.15 4.84 3.05
H 1.08 2.76 2.58
H 2.71 0.06 4.05
H 5.03 0.53 3.31
H 5.51 0.92 0.93
H 4.76 1.09 -1.39
H 2.95 0.99 -3.05
H 0.61 0.68 -2.33
C -3.62 -4.51 2.37
C -3.79 -3.14 2.43
C -3.16 -2.32 1.50
C -2.36 -2.87 0.50
C -2.19 -4.25 0.46
C -2.81 -5.07 1.38
P -1.61 -1.72 -0.71
C -2.69 -1.93 -2.15
C -2.76 -3.12 -2.88
C -3.68 -3.26 -3.90
C -4.54 -2.21 -4.21
C -4.48 -1.03 -3.49
C -3.55 -0.89 -2.47
C -0.04 -2.54 -1.18
C 0.79 -3.06 -0.19
C 2.06 -3.51 -0.51
C 2.51 -3.46 -1.82
C 1.69 -2.93 -2.81
C 0.42 -2.47 -2.49
H -4.11 -5.15 3.10
H -4.42 -2.70 3.19
H -3.29 -1.25 1.55
H -1.56 -4.70 -0.30
H -2.67 -6.14 1.34
H -2.10 -3.95 -2.65
H -3.73 -4.18 -4.46
H -5.26 -2.32 -5.01
H -5.14 -0.21 -3.73
H -3.47 0.05 -1.91
H 0.46 -3.08 0.84
H 2.70 -3.91 0.27
H 3.50 -3.81 -2.07
H 2.04 -2.87 -3.83
H -0.20 -2.05 -3.26
C -5.25 2.67 -3.08
Si -3.82 3.61 -3.82
C -4.51 5.01 -4.88
C -2.78 2.50 -4.90
Si -2.50 4.43 -2.09
Te -1.72 2.57 -0.66
Si -3.72 5.74 -0.59
C -4.63 7.07 -1.55
C -2.56 6.55 0.64
C -4.94 4.67 0.33
Si -0.55 5.49 -2.80
C 0.53 5.84 -1.32
C -0.95 7.10 -3.67
C 0.39 4.36 -3.95
H -5.92 2.31 -3.87
H -5.83 3.33 -2.42
H -4.92 1.82 -2.48
H -4.55 4.70 -5.92
H -3.91 5.92 -4.83
H -5.52 5.27 -4.56
H -3.40 2.02 -5.66
H -2.28 1.72 -4.31
H -2.01 3.08 -5.41
H -3.94 7.83 -1.93
H -5.35 7.57 -0.90
H -5.17 6.66 -2.40
H -2.08 7.43 0.22
H -1.78 5.86 0.97
H -3.13 6.86 1.52
H -5.79 4.40 -0.29
H -5.32 5.22 1.20
H -4.47 3.75 0.68
H 0.01 6.45 -0.58
H 1.43 6.38 -1.63
H 0.82 4.91 -0.83
H -1.27 7.86 -2.95
H -1.75 6.99 -4.40
H -0.08 7.49 -4.19
H 0.62 3.42 -3.45
H 1.33 4.83 -4.25
H -0.17 4.13 -4.85
*
```